Record 1
The following is a DFT calculation (ωB97M-V with the def2-TZVPD basis set) of 10 unconnected molecules or ions with the total composition C29H51Cl4FO7.

Summary:
Total energy   -98038.408 eV
ΔE to the lowest compared entry with this formula, charge and spin   0.814 eV
Molar mass   672.53 g/mol
Max |F|   4.118 eV Å⁻¹
HOMO-LUMO gap   9.1 eV

```
92
Properties=species:S:1:pos:R:3:forces:R:3
F 10.98124 -7.87395 -3.48397 -0.3 -0.2 0.4
C 10.49202 -8.43842 -2.35292 -0.2 -0.3 0.8
C 9.11899 -8.51993 -2.12559 0.7 -0.1 -1.0
C 8.65441 -9.21377 -1.02181 -0.4 0.8 -0.6
C 9.53737 -9.66123 -0.07517 -0.8 -1.0 1.2
C 10.87445 -9.48452 -0.23119 1.6 0.2 -0.6
C 11.37250 -8.93196 -1.39576 0.0 1.0 -0.8
H 8.44797 -8.13387 -2.87864 -0.1 0.0 0.0
H 7.58217 -9.31804 -0.94542 0.0 -0.2 0.3
H 9.20149 -10.21276 0.79051 -0.3 0.1 0.1
H 11.63350 -9.75663 0.48728 -0.3 -0.3 0.3
H 12.42976 -8.76316 -1.53757 0.1 -0.2 0.0
C 4.22973 -9.43064 -2.82979 0.0 1.2 0.6
C 3.71005 -10.80177 -3.00506 0.8 -0.8 -2.5
C 2.22141 -10.97057 -2.82644 0.0 -0.7 -0.1
O 4.39856 -11.66275 -3.55034 -0.9 0.5 1.1
H 3.82348 -9.07838 -1.88165 0.4 0.4 0.2
H 3.81086 -8.75584 -3.57632 -0.6 -0.2 -0.2
H 5.29501 -9.24144 -2.96200 0.1 -0.7 0.5
H 1.94456 -11.87074 -3.37521 -0.1 0.0 0.2
H 1.67760 -10.13792 -3.27259 0.1 0.2 0.1
H 1.92152 -11.07076 -1.78330 0.0 0.1 0.0
C 3.08211 -5.73035 -7.69704 -0.3 -0.3 0.0
C 3.06316 -7.18094 -7.19160 2.0 -1.4 -0.2
C 2.00330 -7.57256 -6.09449 1.7 -0.7 -0.9
O 3.93665 -8.00738 -7.57048 -3.0 2.5 1.2
H 3.09506 -5.69936 -8.78652 -0.1 -0.2 0.0
H 3.98247 -5.19476 -7.39606 0.2 -0.4 0.2
H 2.23902 -5.14036 -7.33759 -0.1 -0.2 0.0
H 2.27967 -8.59936 -5.85492 -0.4 -0.3 -0.1
H 0.97215 -7.53055 -6.44529 0.1 0.3 0.1
H 2.18554 -7.05276 -5.15390 -0.3 0.6 -0.2
C 7.12094 -13.40952 -3.44651 -0.2 0.0 0.8
C 7.44923 -13.58569 -4.89896 2.1 -2.0 -1.3
C 6.38407 -13.25666 -5.87682 -1.4 0.5 -0.3
O 8.53098 -14.03604 -5.30758 -1.5 0.9 1.2
H 7.44195 -12.40775 -3.16103 -0.3 0.3 0.0
H 7.59611 -14.06520 -2.71686 0.6 -0.3 -0.6
H 6.05984 -13.53517 -3.23112 -0.1 0.5 -0.3
H 6.43278 -13.63185 -6.89905 0.8 -0.3 0.3
H 6.28048 -12.17471 -5.95909 0.0 0.2 0.1
H 5.41719 -13.59810 -5.50713 -0.1 0.0 0.2
C 10.43441 -11.35173 -4.46285 0.3 -0.1 0.4
C 11.17883 -12.36041 -3.58289 -0.4 -0.4 -0.9
C 10.59728 -12.78842 -2.24000 -0.3 0.6 -0.5
O 12.14053 -12.90863 -4.06414 0.4 0.0 0.5
H 10.77202 -10.35244 -4.18801 -0.2 0.1 0.1
H 9.35044 -11.41651 -4.36852 0.1 0.0 0.1
H 10.73611 -11.51133 -5.49803 -0.1 -0.1 0.1
H 9.84215 -12.07202 -1.91652 0.1 0.1 0.2
H 11.33918 -12.95418 -1.45885 0.0 0.0 -0.2
H 10.05689 -13.71038 -2.45461 0.1 -0.2 0.1
C 3.55683 -11.45143 -7.35600 0.1 0.5 0.1
C 3.26317 -12.91230 -7.23102 0.7 -0.2 0.5
C 2.26952 -13.38674 -6.20102 -0.5 -0.7 -0.5
O 3.91791 -13.69977 -7.88575 -0.5 0.0 0.0
H 4.62138 -11.38997 -7.58197 -0.1 0.4 -0.1
H 3.33262 -10.86791 -6.46306 0.0 -0.2 0.2
H 2.99140 -10.95872 -8.14696 0.0 -0.2 -0.3
H 2.46644 -13.09563 -5.16924 0.3 0.2 -0.2
H 2.21620 -14.47330 -6.26928 0.1 0.0 0.1
H 1.27686 -13.03154 -6.47771 -0.1 0.3 0.1
C 6.33046 -10.76651 -11.37036 1.2 -0.5 0.2
C 6.56320 -11.05704 -9.88455 -2.3 1.7 0.3
C 7.06327 -12.40804 -9.53324 1.6 -0.4 0.7
O 6.18659 -10.22893 -9.04871 1.1 -1.2 -0.9
H 6.40674 -9.71327 -11.64052 -0.5 0.0 0.3
H 5.40704 -11.25756 -11.67737 -0.2 0.3 0.0
H 7.12057 -11.27021 -11.92723 0.0 -0.1 -0.2
H 7.93619 -12.62659 -10.14834 0.0 -0.1 -0.3
H 6.40149 -13.27046 -9.61317 -0.5 0.4 -0.3
H 7.45726 -12.41412 -8.51695 -0.2 0.1 0.1
C 4.74716 -2.24951 -6.54738 -1.3 0.6 0.9
C 4.38372 -2.64740 -5.12523 -2.1 1.0 0.7
C 5.19855 -3.76816 -4.63130 0.3 -0.9 0.6
O 3.47491 -2.14145 -4.44551 1.9 -0.8 -1.7
H 4.68452 -3.15411 -7.15225 0.5 0.2 -0.2
H 5.71598 -1.75137 -6.51070 0.1 -0.3 -0.4
H 3.98299 -1.54810 -6.88228 0.2 0.1 -0.2
H 5.41493 -4.48431 -5.42403 0.1 0.1 0.0
H 4.69556 -4.30133 -3.82456 0.2 0.2 0.1
H 6.14934 -3.35444 -4.29523 0.1 -0.1 0.2
Cl 7.16494 -9.84842 -4.89075 0.2 0.2 0.1
C 6.11184 -8.76017 -5.79289 -0.4 -0.3 -0.4
Cl 6.45346 -7.03612 -5.50495 0.0 -0.3 0.1
H 6.23914 -8.97794 -6.85330 0.0 0.2 0.1
H 5.08368 -8.96101 -5.49180 0.3 0.1 -0.1
Cl 10.35919 -4.80642 -2.95849 0.3 0.2 0.1
C 9.09392 -5.19220 -4.11020 -0.2 -0.3 -0.1
Cl 9.52025 -4.75435 -5.78782 -0.2 0.0 0.4
H 8.93897 -6.27070 -4.07960 0.0 0.3 -0.1
H 8.19738 -4.66544 -3.78335 0.1 0.0 -0.3
```
Forces are in eV/Å.

Mulliken atomic charge list, values in e, 5 entries:
1 F -0.39
2 C 0.05
3 C 0.48
4 C -0.47
5 C -0.52


Record 2
The following is a DFT calculation (ωB97M-V with the def2-TZVPD basis set) of 12 unconnected molecules or ions with the total composition C29H51F24N4O17S.

Summary:
Net charge   +3
Total energy   -147691.868 eV
Molar mass   1215.76 g/mol
Max |F|   4.685 eV Å⁻¹
HOMO-LUMO gap   3.7 eV

```
126
Properties=species:S:1:pos:R:3:forces:R:3
N 7.04655 0.89638 4.75669 1.1 -0.1 -0.7
H 6.94476 1.30835 5.67321 -0.5 -0.1 0.7
H 7.78103 0.20322 4.74387 0.3 -0.6 0.7
H 7.43137 1.61015 4.15457 -0.4 0.8 -0.5
H 6.22796 0.46438 4.35250 -0.9 0.2 0.1
N 8.38455 -2.30597 0.20957 -0.3 -1.6 0.3
H 8.36579 -2.59643 -0.75759 0.9 0.5 -0.7
H 7.52883 -1.79024 0.35744 -0.3 0.6 0.6
H 9.24136 -1.95552 0.61351 0.6 1.3 -0.7
H 8.37149 -3.19057 0.69682 -0.8 -0.7 0.6
N 6.76272 -1.00853 -5.32876 0.2 -0.8 0.2
H 7.13310 -1.86730 -4.94742 0.1 -0.5 0.2
H 6.71491 -1.14768 -6.32799 0.0 0.3 -0.8
H 7.40539 -0.27342 -5.07055 0.0 0.7 -0.1
H 5.83224 -0.88363 -4.95631 -0.7 0.5 0.2
N 5.26302 -7.03490 -0.81046 0.5 1.2 0.2
H 4.86454 -7.91246 -1.11245 -0.1 -0.6 -0.1
H 5.82141 -7.08049 0.02991 -0.1 -0.8 0.7
H 4.55154 -6.33710 -0.64620 -1.0 0.2 0.1
H 5.89410 -6.61356 -1.47704 0.1 -0.3 -0.9
C 0.54373 -0.42161 0.22070 1.4 -0.6 0.7
F -0.40020 -1.03579 -0.43906 -0.4 -0.3 -1.0
F 0.58367 0.86371 -0.13944 0.0 -0.3 0.3
F 0.23006 -0.56223 1.51750 0.3 0.6 0.0
S 2.26150 -1.26470 -0.04613 0.6 -1.1 -1.6
O 1.98068 -2.72510 0.13336 0.5 2.3 -0.1
O 2.62470 -0.91260 -1.46576 -0.5 -0.5 2.5
O 3.18648 -0.69304 0.96649 -1.0 -0.5 -1.0
C 5.00074 7.09018 3.60381 0.3 -1.0 -0.5
C 4.07340 6.34883 2.59814 2.0 1.3 0.8
O 2.79831 6.39569 3.16460 -2.4 -2.4 1.9
C 2.47185 5.42535 4.12731 2.4 -1.6 -0.7
O 3.19256 4.49474 4.54180 -1.8 3.2 -1.6
C 0.99360 5.52432 4.62629 1.7 0.0 -0.6
F 1.04269 5.29855 5.94874 -0.8 0.1 -0.8
F 0.55090 6.74529 4.35934 -0.7 -0.5 0.3
F 0.26915 4.57099 3.97837 0.3 1.1 0.9
H 4.63055 8.04497 3.97723 -0.4 -0.1 -0.3
H 5.96224 7.28220 3.12762 0.1 -0.1 0.1
H 5.13183 6.41910 4.45267 0.2 0.2 0.1
H 4.40559 5.33385 2.38005 -0.1 -0.1 0.3
H 4.11730 6.89988 1.65871 -0.8 0.0 0.0
C 1.72491 -1.20435 7.75511 0.1 0.2 0.7
C 2.63768 -2.31580 7.29470 -0.8 0.8 -0.8
O 3.19210 -3.05072 8.40081 -0.2 -0.6 -0.4
C 4.17376 -2.52063 9.09423 0.3 2.9 -1.0
O 4.64090 -1.39595 8.89805 -0.4 -2.3 0.4
C 4.66192 -3.46321 10.20085 -2.6 1.0 1.2
F 5.90201 -3.65882 10.14401 4.2 -0.7 -1.0
F 4.44755 -2.93605 11.40877 -0.7 0.7 0.3
F 4.02624 -4.60710 10.16392 -0.6 -1.2 -0.3
H 2.24820 -0.40158 8.27458 0.0 -0.1 0.0
H 1.02481 -1.68649 8.43737 -0.2 0.3 0.1
H 1.14147 -0.75659 6.95062 0.2 -0.2 -0.2
H 3.39386 -1.97235 6.58878 0.4 0.0 0.4
H 1.96575 -2.94927 6.71564 0.5 -0.8 0.4
C -6.25872 1.89846 4.74803 -0.7 -0.5 1.0
C -7.54405 2.71211 5.00736 1.7 -0.1 -1.2
O -7.16726 4.03665 5.48727 -0.2 0.4 1.9
C -6.93454 4.20020 6.82774 -0.2 -3.8 0.5
O -6.99141 3.31698 7.69620 0.0 2.3 -2.5
C -6.57540 5.62637 7.21800 -0.9 0.4 -1.9
F -5.77901 5.67600 8.23193 0.1 -0.1 1.8
F -5.93000 6.28163 6.24336 -0.3 0.1 -0.5
F -7.76715 6.24399 7.42098 0.8 0.1 0.4
H -5.54407 2.33237 4.04868 -0.3 0.4 0.2
H -6.57156 0.94786 4.31608 0.0 -0.1 0.0
H -5.79380 1.69135 5.71191 0.3 -0.1 -0.1
H -8.26680 2.19742 5.64048 0.2 0.3 0.1
H -7.91047 2.85572 3.99089 -0.7 0.5 0.4
C -2.01691 2.12332 -6.60461 -0.3 -1.2 -0.1
C -1.28729 1.68773 -5.31610 -1.4 0.6 -1.2
O -0.28735 2.68094 -5.14120 3.1 0.4 1.0
C 1.00920 2.49627 -5.48066 0.2 -2.7 -2.0
O 1.50057 1.58519 -6.17756 -1.7 2.1 2.2
C 1.98178 3.64104 -5.03216 -2.0 -3.1 1.7
F 1.25261 4.60325 -4.59443 -0.5 2.4 0.4
F 2.77174 3.22922 -3.99520 -0.1 -0.1 -0.4
F 2.72917 3.92555 -6.02201 1.6 1.3 -1.7
H -1.39877 2.03069 -7.49760 0.1 -0.3 0.1
H -2.41388 3.13831 -6.62218 0.3 0.1 0.7
H -2.90161 1.49300 -6.69469 0.0 -0.2 -0.3
H -0.92285 0.66335 -5.23924 0.4 0.2 -0.7
H -2.01313 1.76350 -4.50644 0.4 0.5 0.3
C -4.52540 5.69374 -1.36767 -0.4 -0.6 0.4
C -5.87740 6.34473 -1.05098 0.4 -1.1 0.5
O -6.77586 6.36967 -2.17595 -0.2 1.4 -0.9
C -7.40508 5.28064 -2.58074 1.0 -1.5 1.6
O -7.34285 4.23097 -1.99242 -0.3 0.1 -0.3
C -8.17036 5.32926 -3.91826 -1.5 -0.8 1.5
F -8.12149 6.49492 -4.46746 0.5 1.4 -1.2
F -7.75228 4.34926 -4.69021 1.2 -0.1 -0.9
F -9.47171 5.02988 -3.73304 -0.2 0.3 0.7
H -4.69843 4.61880 -1.41923 0.0 -0.1 -0.3
H -3.91858 5.79370 -0.46774 0.2 0.3 -0.1
H -3.96258 5.98446 -2.25470 -0.3 0.5 0.1
H -5.78782 7.32374 -0.58022 -0.2 0.3 -0.9
H -6.29801 5.71977 -0.26319 -0.3 -0.1 -0.1
C 1.06563 -5.19638 -6.65450 0.9 1.1 0.4
C 2.11546 -4.94103 -7.73712 -0.1 -0.2 1.5
O 1.94133 -5.89809 -8.74116 -0.8 0.2 -2.6
C 2.51719 -7.07353 -8.79771 1.0 -0.3 2.3
O 3.31759 -7.42795 -7.96012 -0.2 -0.3 -0.7
C 2.04736 -7.99918 -9.97088 0.3 2.1 1.3
F 0.95549 -7.43976 -10.49347 0.0 -0.9 -0.3
F 3.04145 -7.96445 -10.86235 -0.3 -0.8 -0.2
F 1.82069 -9.21623 -9.49113 0.0 0.3 -0.8
H 0.09752 -5.52334 -7.03390 0.2 0.1 0.0
H 1.01086 -4.21360 -6.18626 -0.7 0.0 0.3
H 1.46010 -5.84145 -5.86940 -0.2 -0.4 -0.3
H 3.10015 -4.94646 -7.26973 0.3 -0.5 -0.2
H 2.03449 -3.93019 -8.13682 -0.4 -0.4 -0.6
C -4.68487 -7.01663 -1.03976 0.3 -1.0 0.1
C -4.25767 -6.00691 -2.06770 0.5 -0.2 0.2
O -5.01135 -4.80029 -1.97684 -2.2 1.6 -0.3
C -6.33255 -4.68567 -2.38258 -0.1 -4.2 -2.1
O -6.97192 -5.53685 -3.02913 2.4 2.4 2.1
C -7.07292 -3.40706 -1.97067 0.5 -1.2 -1.3
F -6.25231 -2.49327 -1.57553 1.2 1.8 0.4
F -7.75717 -2.97631 -3.05589 0.1 -0.1 1.1
F -7.85412 -3.70515 -0.95723 -1.1 -0.1 0.3
H -4.66812 -6.68799 -0.00062 -0.5 0.7 -0.2
H -3.90027 -7.77094 -0.98038 0.0 -0.4 -0.5
H -5.62430 -7.50469 -1.29932 0.0 0.1 0.2
H -4.17419 -6.38942 -3.08496 -0.8 -0.1 -0.1
H -3.22389 -5.73784 -1.85089 -0.1 0.6 0.2
```
Forces are in eV/Å.

Mulliken atomic charge list, values in e, 5 entries:
1 N -0.50
2 H 0.38
3 H 0.37
4 H 0.38
5 H 0.37